# 1
A molecular structure, C25H26Br2IrN2P at a distorted geometry. Source: the Open Molecules 2025 dataset; level of theory: ωB97M-V/def2-TZVPD.

```
! RIJCOSX wB97M-V def2-TZVPD def2/J DEFGRID3
* xyz 2 1
Ir 0.356 0.296 -1.597
N 1.203 1.665 -3.213
C 0.237 2.788 -3.349
C -1.153 2.214 -3.475
N -1.474 1.353 -2.304
H 2.142 1.997 -3.020
H 1.261 1.180 -4.107
H 0.472 3.396 -4.223
H 0.319 3.417 -2.462
H -1.212 1.590 -4.369
H -1.886 3.014 -3.581
H -2.297 0.803 -2.531
H -1.742 1.937 -1.512
Br -0.902 -1.771 -2.550
C -0.242 -3.472 -1.776
Br 1.495 -3.384 -1.030
H -0.239 -4.142 -2.628
H -0.975 -3.735 -1.020
C -2.569 3.651 2.061
C -3.108 2.402 2.325
C -2.477 1.255 1.861
C -1.305 1.358 1.116
C -0.758 2.621 0.868
C -1.387 3.761 1.336
P -0.368 -0.078 0.533
C -1.321 -1.566 0.915
C -2.637 -1.668 0.455
C -3.364 -2.828 0.661
C -2.782 -3.903 1.325
C -1.476 -3.811 1.782
C -0.746 -2.647 1.581
C 1.168 -0.183 1.476
C 1.294 -0.217 2.854
C 2.554 -0.377 3.434
C 3.669 -0.531 2.641
C 3.561 -0.489 1.238
C 4.682 -0.634 0.396
C 4.550 -0.537 -0.987
C 3.324 -0.264 -1.552
C 2.125 -0.149 -0.793
C 2.291 -0.284 0.646
H -3.061 4.541 2.430
H -4.018 2.314 2.902
H -2.902 0.286 2.089
H 0.183 2.706 0.332
H -0.952 4.734 1.151
H -3.102 -0.838 -0.065
H -4.385 -2.895 0.310
H -3.354 -4.806 1.492
H -1.023 -4.644 2.304
H 0.272 -2.596 1.943
H 0.421 -0.123 3.489
H 2.649 -0.392 4.511
H 4.640 -0.679 3.096
H 5.654 -0.813 0.837
H 5.421 -0.659 -1.616
H 3.273 -0.164 -2.630
*
```

Summary:
- Orbital gap (spin up / spin down): 0.19328 / 0.19310 Ha
- LUMO level (spin up / spin down): -8.36 / -8.36 eV
- HOMO energy (spin up / spin down): -13.62 / -13.62 eV



# 2
2 unconnected molecules or ions with the total composition C4H8FNO at a distorted geometry. Source: the Open Molecules 2025 dataset; level of theory: ωB97M-V/def2-TZVPD.

```
! RIJCOSX wB97M-V def2-TZVPD def2/J DEFGRID3
* xyz 0 3
C -3.522 1.214 -0.227
C -1.314 -0.681 -0.063
C 1.868 0.214 0.986
C 1.191 -0.586 -0.121
N -0.184 -0.085 -0.287
O 1.879 -0.533 -1.330
F -1.159 -1.949 0.345
H -3.563 1.008 -1.309
H -4.274 0.552 0.228
H 2.844 -0.213 1.206
H 1.999 1.250 0.673
H 1.260 0.198 1.889
H 1.124 -1.649 0.134
H -0.260 0.882 -0.577
H 2.109 0.380 -1.547
*
```

Summary:
- Energy above the lowest of the compared OMol25 structures with the same formula, charge and spin: 279.0 kJ/mol
- Orbital gap (spin up / spin down): 0.30354 / 0.31040 Ha
- Expectation value of S²: 2.01
- LUMO level (spin up / spin down): 0.58 / -0.47 eV
- HOMO energy (spin up / spin down): -7.68 / -8.91 eV



# 3
A gas-phase ion, C6H7O3 (charge -1) at a distorted geometry. Source: the Open Molecules 2025 dataset; level of theory: ωB97M-V/def2-TZVPD.

```
! RIJCOSX wB97M-V def2-TZVPD def2/J DEFGRID3
* xyz -1 1
C -2.343 0.008 -0.379
O -1.186 -0.835 -0.525
C -0.238 -0.458 0.420
C 0.338 0.977 0.230
C 1.870 0.800 0.115
O 2.662 1.724 0.045
C 2.158 -0.585 -0.013
C 1.044 -1.370 0.065
O 0.895 -2.570 -0.117
H -2.521 -0.078 0.662
H -3.123 -0.488 -0.928
H -2.162 1.148 -0.661
H -0.662 -0.538 1.400
H 0.074 1.912 0.862
H 0.034 1.290 -0.784
H 3.160 -0.936 -0.392
*
```

Summary:
- Energy above the lowest of the compared OMol25 structures with the same formula, charge and spin: 0.0 kJ/mol
- Orbital gap: 0.26319 Ha
- Structure (SMILES): CO[C@@H]1CC([O-])=CC1=O
- LUMO level: 3.68 eV
- HOMO energy: -3.48 eV



# 4
3 unconnected molecules or ions with the total composition C2H10O2S at a distorted geometry. Source: the Open Molecules 2025 dataset; level of theory: ωB97M-V/def2-TZVPD.

```
! RIJCOSX wB97M-V def2-TZVPD def2/J DEFGRID3
* xyz 0 1
C -0.759 -1.087 -1.073
S -1.090 0.686 -0.674
C -1.899 0.413 0.910
H -0.423 -1.568 -0.115
H -0.049 -0.939 -1.885
H -1.624 -1.650 -1.386
H -2.038 1.435 1.334
H -2.824 -0.099 0.677
H -1.303 -0.027 1.727
O 2.038 1.676 0.436
H 1.066 1.695 0.502
H 2.309 1.731 -0.470
O 2.382 -1.107 -0.118
H 1.469 -0.775 -0.235
H 2.746 -0.384 0.372
*
```

Summary:
- Energy above the lowest of the compared OMol25 structures with the same formula, charge and spin: 47.3 kJ/mol
- Orbital gap: 0.36233 Ha
- Structure (SMILES): CSC.O.O
- LUMO level: 0.65 eV
- HOMO energy: -9.21 eV



# 5
A molecular structure, C12H15ClN2O6S4SbTi at a distorted geometry. Source: the Open Molecules 2025 dataset; level of theory: ωB97M-V/def2-TZVPD.

```
! RIJCOSX wB97M-V def2-TZVPD def2/J DEFGRID3
* xyz -1 1
Ti 0.530 0.005 -0.048
O -3.490 0.184 -0.358
C -2.329 0.027 0.391
O -1.208 0.314 -0.408
C -2.425 1.032 1.542
O -1.149 1.206 2.116
C -0.591 2.502 2.050
C 0.180 2.717 0.765
O 0.072 3.687 0.063
O 1.004 1.689 0.522
H -3.374 -0.337 -1.163
H -2.820 1.970 1.141
H -3.090 0.641 2.311
H -1.359 3.271 2.140
H 0.106 2.572 2.886
S -1.279 -1.052 4.690
Sb -0.483 -1.957 2.797
S 1.531 -0.886 1.971
S -2.249 -1.742 1.024
S -0.241 -4.232 2.732
N 1.905 -3.489 -0.036
C 0.732 -3.061 -0.505
N -0.268 -3.932 -0.753
O 0.530 -1.839 -0.754
H 1.847 -4.292 0.583
H 2.455 -2.729 0.361
H -0.252 -4.770 -0.185
H -1.165 -3.464 -0.751
Cl 3.130 -2.125 -2.678
C 3.719 -0.844 -1.635
C 4.969 -1.035 -1.067
C 5.547 -0.029 -0.310
C 4.873 1.178 -0.169
C 3.622 1.344 -0.736
C 2.975 0.326 -1.451
C 1.563 0.491 -1.877
H 5.481 -1.973 -1.236
H 6.515 -0.183 0.149
H 5.318 1.991 0.392
H 3.094 2.279 -0.613
H 1.272 -0.171 -2.685
H 1.299 1.527 -2.069
*
```

Summary:
- Energy above the lowest of the compared OMol25 structures with the same formula, charge and spin: 80.9 kJ/mol
- Orbital gap: 0.26932 Ha
- LUMO level: 2.29 eV
- HOMO energy: -5.04 eV



# 6
2 unconnected molecules or ions with the total composition C3H8NS at a distorted geometry. Source: the Open Molecules 2025 dataset; level of theory: ωB97M-V/def2-TZVPD.

```
! RIJCOSX wB97M-V def2-TZVPD def2/J DEFGRID3
* xyz 0 2
C -1.517 1.204 -1.066
S -0.501 2.667 -0.835
H -0.880 0.462 -1.548
H -1.994 0.879 -0.142
H -2.342 1.384 -1.761
C 0.815 -1.999 0.774
C 1.154 -0.796 0.288
N 1.089 0.446 0.924
H 0.825 -2.210 1.835
H 0.409 -2.670 0.031
H 1.266 -0.786 -0.789
H 1.085 0.293 1.916
H 0.591 1.127 0.373
*
```

Summary:
- Energy above the lowest of the compared OMol25 structures with the same formula, charge and spin: 120.9 kJ/mol
- Orbital gap (spin up / spin down): 0.32441 / 0.20608 Ha
- Expectation value of S²: 0.75
- LUMO level (spin up / spin down): 0.89 / -2.33 eV
- HOMO energy (spin up / spin down): -7.94 / -7.93 eV



# 7
A molecular structure, C56H57N12RbSSb at a distorted geometry. Source: the Open Molecules 2025 dataset; level of theory: ωB97M-V/def2-TZVPD.

```
! RIJCOSX wB97M-V def2-TZVPD def2/J DEFGRID3
* xyz 1 1
Rb 0.032 -1.146 -0.691
C -1.278 3.297 -3.291
C -1.202 1.963 -2.915
N -1.489 1.580 -1.677
C -1.850 2.510 -0.800
C -1.822 3.855 -1.158
N -1.555 4.246 -2.400
C -2.337 2.024 0.529
C -3.159 2.818 1.313
C -3.666 2.324 2.510
C -3.343 1.014 2.826
C -2.514 0.280 1.989
N -1.995 0.781 0.870
C -2.164 -1.132 2.327
C -3.006 -1.933 3.092
N -2.678 -3.172 3.443
C -1.510 -3.628 3.000
C -0.690 -2.855 2.187
N -1.010 -1.606 1.867
C -4.506 3.163 3.415
C -4.943 4.428 3.043
C -5.709 5.176 3.924
N -6.061 4.754 5.140
C -5.643 3.539 5.495
C -4.877 2.721 4.680
H -1.105 3.614 -4.315
H -0.876 1.185 -3.603
H -2.000 4.641 -0.433
H -3.410 3.812 0.970
H -3.699 0.559 3.737
H -3.978 -1.579 3.417
H -1.226 -4.632 3.293
H 0.252 -3.238 1.802
H -4.713 4.851 2.073
H -6.060 6.163 3.638
H -5.936 3.200 6.484
H -4.580 1.749 5.054
C 2.081 1.595 -1.751
N 2.248 1.264 -3.165
C 2.201 2.372 -4.112
C 2.184 -0.048 -3.564
N 1.497 -0.898 -2.859
C 1.995 -2.205 -2.665
C 3.351 -2.323 -2.411
C 3.978 -3.546 -2.128
C 3.231 -4.680 -2.070
C 1.832 -4.628 -2.276
C 1.115 -5.844 -2.172
C -0.235 -5.863 -2.325
C -0.915 -4.666 -2.599
C -0.271 -3.451 -2.753
N -1.081 -2.313 -2.945
C -2.121 -2.356 -3.717
N -2.192 -3.024 -4.908
C -0.991 -3.446 -5.600
C -3.426 -3.601 -5.420
N -3.263 -1.669 -3.361
C -3.425 -1.292 -1.963
C -3.877 -0.743 -4.307
C 1.164 -3.388 -2.573
N 2.853 -0.352 -4.726
C 4.166 0.201 -5.030
C 2.526 -1.560 -5.460
H 2.382 2.633 -1.612
H 2.720 0.964 -1.133
H 1.055 1.482 -1.393
H 1.324 2.995 -3.927
H 2.147 1.991 -5.129
H 3.085 3.009 -4.027
H 3.945 -1.416 -2.409
H 5.045 -3.574 -1.943
H 3.686 -5.639 -1.846
H 1.666 -6.751 -1.952
H -0.792 -6.788 -2.225
H -1.994 -4.679 -2.682
H -0.150 -2.841 -5.278
H -1.132 -3.309 -6.674
H -0.753 -4.495 -5.406
H -4.238 -3.439 -4.719
H -3.293 -4.678 -5.558
H -3.699 -3.169 -6.387
H -3.022 -2.073 -1.323
H -4.491 -1.188 -1.753
H -2.924 -0.351 -1.728
H -3.608 -1.005 -5.326
H -3.542 0.282 -4.113
H -4.963 -0.767 -4.217
H 4.446 0.946 -4.291
H 4.183 0.662 -6.021
H 4.915 -0.599 -5.014
H 1.488 -1.822 -5.282
H 3.153 -2.408 -5.169
H 2.663 -1.372 -6.526
S 2.534 -1.154 1.304
Sb 2.175 0.471 2.818
C 3.412 0.246 4.520
C 4.253 -0.853 4.655
C 5.039 -0.984 5.797
C 4.987 -0.015 6.789
C 4.150 1.089 6.650
C 3.360 1.221 5.516
C 0.378 0.623 3.945
C 0.084 -0.510 4.709
C -0.944 -0.469 5.640
C -1.662 0.710 5.833
C -1.365 1.838 5.082
C -0.349 1.796 4.129
C 2.838 2.346 2.089
C 4.053 2.283 1.407
C 4.658 3.453 0.965
C 4.052 4.682 1.199
C 2.839 4.745 1.871
C 2.228 3.578 2.320
H 4.293 -1.603 3.870
H 5.693 -1.841 5.907
H 5.601 -0.117 7.677
H 4.113 1.845 7.425
H 2.705 2.082 5.416
H 0.661 -1.422 4.585
H -1.176 -1.352 6.225
H -2.450 0.748 6.578
H -1.923 2.755 5.230
H -0.154 2.675 3.530
H 4.522 1.323 1.213
H 5.605 3.403 0.440
H 4.526 5.594 0.857
H 2.365 5.704 2.053
H 1.283 3.647 2.841
*
```

Summary:
- Orbital gap: 0.23163 Ha
- LUMO level: -2.73 eV
- HOMO energy: -9.04 eV



# 8
A single C4H7FS molecule at a distorted geometry. Source: the Open Molecules 2025 dataset; level of theory: ωB97M-V/def2-TZVPD.

```
! RIJCOSX wB97M-V def2-TZVPD def2/J DEFGRID3
* xyz 0 1
F 0.769 -1.309 -0.091
C 0.472 0.018 -0.379
C -0.076 0.622 0.750
S -1.672 0.007 1.305
C 1.704 0.492 -1.198
C 0.452 0.237 -1.961
H 0.560 0.595 1.674
H -0.400 1.755 0.744
H -0.790 -1.195 1.397
H 2.681 -0.096 -1.078
H 1.886 1.646 -1.178
H 0.467 -0.540 -2.574
H 0.118 1.297 -2.317
*
```

Summary:
- Energy above the lowest of the compared OMol25 structures with the same formula, charge and spin: 318.6 kJ/mol
- Orbital gap: 0.36417 Ha
- Structure (SMILES): FC1(CS)CC1
- LUMO level: 0.79 eV
- HOMO energy: -9.12 eV